Here is C28H44BrMnNOP2 as an isolated structure from the Open Molecules 2025 dataset. Energies are from ωB97M-V/def2-TZVPD.

HOMO energy (alpha / beta)	-13.8 / -13.6	eV
charge	+2
HOMO-LUMO gap (alpha / beta)	8.00 / 4.77	eV
LUMO energy (alpha / beta)	-5.8 / -8.9	eV
2S+1	6
E	-5630.2644	Ha
maximum force	0.069	Eh/bohr

Geometry (Å):
C -0.651 -5.990 1.742
C -0.662 -5.735 0.355
C -1.234 -6.709 -0.487
C -1.803 -7.854 0.087
N -1.808 -8.061 1.402
C -1.255 -7.165 2.219
C -0.149 -4.503 -0.190
C 0.425 -3.339 0.049
C 0.834 -2.134 0.684
C -0.142 -1.208 1.114
C 0.187 0.137 1.172
C 1.482 0.550 0.835
C 2.520 -0.399 0.823
C 2.195 -1.748 0.725
Mn -0.059 -3.513 -1.768
P -1.736 2.923 0.821
H -1.253 -6.584 -1.566
H -0.203 -5.290 2.444
H -2.268 -8.609 -0.556
H -1.285 -7.371 3.296
H 2.982 -2.499 0.625
H -1.159 -1.541 1.313
H 3.561 -0.076 0.830
H -0.559 0.883 1.445
C -1.376 4.719 0.588
C -2.094 5.453 -0.542
H -0.288 4.743 0.413
H -1.558 5.215 1.553
H -1.790 6.507 -0.533
H -1.834 5.046 -1.525
H -3.185 5.428 -0.433
C -2.816 2.469 -0.605
C -3.397 1.059 -0.503
H -2.176 2.546 -1.500
H -3.610 3.225 -0.702
H -3.915 0.812 -1.438
H -2.613 0.306 -0.347
H -4.125 0.975 0.315
C -2.914 2.900 2.243
C -4.096 3.861 2.170
H -2.292 3.113 3.129
H -3.264 1.861 2.341
H -4.692 3.752 3.084
H -3.777 4.907 2.110
H -4.758 3.645 1.322
Br 1.828 2.299 0.408
P 1.738 -1.031 -3.520
C 0.452 0.092 -2.769
C 0.377 1.400 -3.554
H 0.702 0.273 -1.710
H -0.514 -0.433 -2.826
H -0.506 1.976 -3.248
H 1.260 2.032 -3.391
H 0.291 1.211 -4.633
C 3.235 -0.364 -2.627
C 4.278 0.216 -3.577
H 3.679 -1.185 -2.048
H 2.897 0.399 -1.911
H 5.037 0.759 -3.002
H 4.787 -0.582 -4.128
H 3.838 0.912 -4.299
C 1.572 -2.628 -2.672
C 1.099 -3.667 -3.712
H 0.815 -2.139 -1.909
H 2.493 -2.907 -2.150
H 0.347 -4.416 -3.365
H 0.682 -3.166 -4.600
H 1.974 -4.243 -4.047
C 1.207 3.684 4.575
C 1.601 2.344 4.008
C 3.058 2.260 3.607
O 0.806 1.418 3.888
H 1.958 4.037 5.290
H 0.237 3.592 5.064
H 1.132 4.411 3.757
H 3.270 1.284 3.173
H 3.288 3.047 2.880
H 3.688 2.407 4.493

Results of the Mulliken charge analysis, in e, for atoms 1 through 8: -0.335 0.795 -0.585 -0.383 -0.536 -0.389 -0.639 0.479